A.
C6H9B | the ωB97M-V functional and the def2-TZVPD basis

```
! wB97M-V def2-TZVPD RIJCOSX def2/J DEFGRID3
* xyz 0 1
B -0.987 0.476 0.040
C -0.939 -1.034 -1.375
C -0.780 -0.172 -2.413
C -0.152 -0.754 -0.216
C 0.217 0.788 -2.070
C 0.446 0.622 -0.638
C 1.160 0.040 3.444
H -1.840 1.247 0.285
H -1.592 -1.936 -1.484
H -1.409 -0.425 -3.368
H 0.272 -1.500 0.448
H 0.647 1.585 -2.688
H 1.263 1.051 -0.259
H 1.341 0.078 2.374
H 1.667 0.715 4.045
H 0.687 -0.781 3.874
*
```

So, what does the natural (NBO) scheme give us? The charges, in e, come out as: B 0.491; C -0.226; C -0.240; C -0.509; C -0.169; C -0.507; C -0.474; H -0.023; H 0.229; H 0.237; H 0.257; H 0.220; H 0.238; H 0.158; H 0.157; H 0.160


B.
C6H9B | the ωB97M-V functional and the def2-TZVPD basis

```
! wB97M-V def2-TZVPD RIJCOSX def2/J DEFGRID3
* xyz 0 1
C -2.616 -0.312 -0.562
C -1.297 -0.204 -0.410
B -0.673 0.430 0.979
C 0.837 0.691 1.232
C 1.689 -0.161 0.235
C 0.993 -0.335 -1.126
C -0.311 -0.407 -1.409
H -3.048 -0.506 -1.569
H -3.171 -0.326 0.338
H -1.420 0.619 2.011
H 1.001 1.775 0.848
H 1.200 0.641 2.182
H 2.073 -1.081 0.513
H 2.517 0.449 0.152
H 1.565 -0.451 -1.995
H -0.474 -0.901 -2.337
*
```

## Properties
SMILES string: C=C1BCCC=C1

So, what does the natural (NBO) scheme give us? The charges, in e, come out as: C -0.306; C -0.376; B 0.646; C -0.779; C -0.435; C -0.128; C -0.245; H 0.194; H 0.204; H -0.081; H 0.246; H 0.233; H 0.217; H 0.208; H 0.193; H 0.207


Stability, descending: B, A


A.
C4H10NO | the ωB97M-V functional and the def2-TZVPD basis

```
! wB97M-V def2-TZVPD RIJCOSX def2/J DEFGRID3
* xyz 1 1
C -1.576 2.155 -0.788
C -0.809 0.934 -0.404
C -1.053 -0.246 -1.022
O -0.404 -1.486 -0.586
H -0.962 2.810 -1.412
H -2.455 1.885 -1.366
H -1.801 2.808 0.044
H -0.007 1.067 0.323
H -1.725 -0.440 -1.863
H -0.801 -2.213 -1.090
C 2.528 -0.478 1.388
N 1.276 -0.838 1.373
H 2.885 0.111 2.210
H 3.147 -0.598 0.454
H 0.739 -1.265 0.567
H 0.743 -0.609 2.178
*
```

So, what does the natural (NBO) scheme give us? The charges, in e, come out as: C -0.641; C -0.243; C 0.107; O -0.768; H 0.230; H 0.229; H 0.235; H 0.188; H 0.207; H 0.519; C 0.140; N -0.580; H 0.229; H 0.243; H 0.480; H 0.425


B.
C4H10NO | the ωB97M-V functional and the def2-TZVPD basis

```
! wB97M-V def2-TZVPD RIJCOSX def2/J DEFGRID3
* xyz 1 1
C 0.824 0.102 -0.333
C 1.852 0.958 -0.791
C 1.204 -1.304 0.140
C -2.499 0.308 0.749
N -1.349 -0.325 0.183
O -0.376 0.607 -0.316
H 2.807 0.539 -0.931
H 2.015 1.657 0.039
H 1.625 1.765 -1.544
H 1.230 -1.266 1.209
H 2.257 -1.520 -0.212
H 0.499 -2.078 -0.174
H -2.887 1.171 0.185
H -3.320 -0.466 0.720
H -2.185 0.783 1.688
H -1.697 -0.932 -0.611
*
```

So, what does the natural (NBO) scheme give us? The charges, in e, come out as: C 0.719; C -0.769; C -0.721; C -0.450; N -0.322; O -0.263; H 0.274; H 0.324; H 0.310; H 0.293; H 0.263; H 0.282; H 0.211; H 0.253; H 0.220; H 0.375


C.
C4H10NO | the ωB97M-V functional and the def2-TZVPD basis

```
! wB97M-V def2-TZVPD RIJCOSX def2/J DEFGRID3
* xyz 1 1
C -2.191 0.508 0.811
N -1.701 0.725 -0.318
H -3.245 0.280 0.926
H -1.485 0.513 1.673
H -0.647 0.684 -0.391
H -2.211 0.412 -1.134
C 1.232 1.182 0.133
C 1.071 -0.179 0.210
O 0.734 -0.803 1.431
C 1.292 -1.109 -0.949
H 1.952 1.511 -0.601
H 0.658 1.893 0.772
H 0.489 -1.733 1.193
H 1.604 -0.483 -1.798
H 2.068 -1.819 -0.740
H 0.380 -1.581 -1.219
*
```

So, what does the natural (NBO) scheme give us? The charges, in e, come out as: C 0.150; N -0.600; H 0.232; H 0.247; H 0.451; H 0.433; C -0.538; C 0.320; O -0.677; C -0.698; H 0.249; H 0.221; H 0.487; H 0.250; H 0.252; H 0.220


D.
C4H10NO | the ωB97M-V functional and the def2-TZVPD basis

```
! wB97M-V def2-TZVPD RIJCOSX def2/J DEFGRID3
* xyz 1 1
C -1.964 -0.664 0.002
C -2.206 0.435 -0.872
C 3.665 0.007 -0.381
C -1.167 -0.662 1.098
N 2.359 -0.534 -0.133
O 1.460 0.276 0.146
H -2.211 -1.682 -0.306
H -1.759 0.180 -1.734
H -1.858 1.352 -0.513
H -3.267 0.568 -1.078
H 3.771 1.075 0.093
H 4.475 -0.735 -0.089
H 3.822 0.173 -1.479
H -1.340 -1.574 1.618
H -0.053 -0.702 0.718
H -1.236 0.294 1.638
*
```

So, what does the natural (NBO) scheme give us? The charges, in e, come out as: C 0.396; C -0.727; C -0.552; C -0.787; N 0.176; O -0.332; H 0.222; H 0.291; H 0.251; H 0.305; H 0.236; H 0.261; H 0.275; H 0.280; H 0.414; H 0.290


Stability, descending: A, C, B, D


A.
C4H10NO | the ωB97M-V functional and the def2-TZVPD basis

```
! wB97M-V def2-TZVPD RIJCOSX def2/J DEFGRID3
* xyz 1 1
C -0.557 1.311 -1.175
N -0.918 0.012 -0.633
C 0.258 -0.576 0.448
C 0.163 0.003 1.788
C 1.305 -1.189 -0.394
O 0.166 -1.888 0.341
H -1.361 1.760 -1.791
H -0.448 2.022 -0.317
H 0.368 1.250 -1.875
H -0.953 -0.691 -1.346
H -1.899 -0.084 -0.229
H -0.538 -0.561 2.402
H -0.074 1.069 1.575
H 1.075 -0.040 2.468
H 1.226 -1.047 -1.471
H 2.185 -1.352 0.209
*
```

## Properties
SMILES string: C[NH2+][C@]1(C)CO1

So, what does the natural (NBO) scheme give us? The charges, in e, come out as: C -0.454; N -0.571; C 0.437; C -0.694; C -0.129; O -0.446; H 0.251; H 0.236; H 0.246; H 0.425; H 0.446; H 0.267; H 0.231; H 0.287; H 0.220; H 0.247


B.
C4H10NO | the ωB97M-V functional and the def2-TZVPD basis

```
! wB97M-V def2-TZVPD RIJCOSX def2/J DEFGRID3
* xyz 1 1
C -2.288 -0.788 -0.109
O -1.640 0.469 -0.248
C -0.477 0.489 0.467
C 0.511 1.542 0.223
C 0.862 0.219 -0.556
N 2.044 -0.629 -0.139
H -2.630 -0.957 0.880
H -1.632 -1.534 -0.416
H -3.347 -0.708 -0.481
H -0.405 -0.187 1.260
H 1.139 1.884 1.055
H 0.047 2.315 -0.284
H 0.791 0.330 -1.550
H 2.762 0.053 0.290
H 2.449 -1.110 -0.954
H 1.815 -1.390 0.562
*
```

## Properties
SMILES string: CO[C@@H]1C[C@H]1[NH3+]

So, what does the natural (NBO) scheme give us? The charges, in e, come out as: C -0.277; O -0.486; C 0.193; C -0.436; C -0.182; N -0.698; H 0.188; H 0.177; H 0.235; H 0.188; H 0.240; H 0.265; H 0.227; H 0.455; H 0.458; H 0.451


C.
C4H10NO | the ωB97M-V functional and the def2-TZVPD basis

```
! wB97M-V def2-TZVPD RIJCOSX def2/J DEFGRID3
* xyz 1 1
O 0.085 -0.016 -0.684
C 0.229 1.116 -1.039
C 2.935 1.256 -1.844
N 2.344 0.567 -2.676
C -1.429 -2.487 0.367
C 3.291 1.381 -0.543
H 0.055 1.688 -1.898
H -0.517 -2.633 -0.293
H 2.392 0.609 -3.736
H 0.826 1.610 -0.300
H -1.243 -3.349 0.957
H -2.350 -2.674 -0.306
H -1.321 -1.474 0.775
H 3.870 2.098 -0.036
H -4.603 1.258 5.171
H -4.565 1.051 6.086
*
```

So, what does the natural (NBO) scheme give us? The charges, in e, come out as: O -0.356; C 0.275; C 0.250; N -0.358; C -0.863; C 0.167; H 0.171; H 0.202; H 0.474; H 0.134; H 0.226; H 0.223; H 0.214; H 0.241; H -0.009; H 0.009


Stability, descending: A, B, C


A.
CBr2O | the ωB97M-V functional and the def2-TZVPD basis

```
! wB97M-V def2-TZVPD RIJCOSX def2/J DEFGRID3
* xyz 0 1
O -0.483 0.742 -1.030
C -0.126 0.001 -0.108
Br 0.939 -1.524 -0.480
Br -0.329 0.781 1.618
*
```

## Properties
SMILES string: O=C(Br)Br

So, what does the natural (NBO) scheme give us? The charges, in e, come out as: O -0.495; C 0.283; Br 0.116; Br 0.095


B.
CBr2O | the ωB97M-V functional and the def2-TZVPD basis

```
! wB97M-V def2-TZVPD RIJCOSX def2/J DEFGRID3
* xyz 0 1
O -1.183 0.063 -0.784
C -0.067 0.081 -0.156
Br -0.051 0.850 1.629
Br 1.301 -0.994 -0.689
*
```

## Properties
SMILES string: O=C(Br)Br

So, what does the natural (NBO) scheme give us? The charges, in e, come out as: O -0.497; C 0.242; Br 0.077; Br 0.178


Stability, descending: A, B


A.
C39H46AuN4OSTe | the ωB97M-V functional and the def2-TZVPD basis

```
! wB97M-V def2-TZVPD RIJCOSX def2/J DEFGRID3
* xyz 2 2
Au -1.508 -1.698 0.977
N -0.318 -2.824 2.271
C 0.067 -2.182 3.557
C -1.146 -1.712 4.343
N -1.841 -0.637 3.645
H -0.809 -3.692 2.467
H 0.522 -3.095 1.768
H 0.714 -1.336 3.321
H 0.639 -2.890 4.159
H -0.804 -1.438 5.346
H -1.839 -2.548 4.468
H -1.379 0.256 3.770
H -2.795 -0.543 3.966
C 2.182 4.275 4.963
C 1.087 3.924 3.997
C 1.326 3.836 2.631
C 0.303 3.570 1.735
C 0.655 3.383 0.273
C -1.007 3.371 2.215
Te -2.487 3.162 0.713
N -2.110 1.230 0.417
C -2.888 0.494 -0.352
O -2.697 -0.767 -0.405
C -4.070 0.978 -1.126
C -5.254 0.248 -1.030
C -6.395 0.681 -1.683
C -6.361 1.834 -2.457
C -5.175 2.541 -2.592
C -4.034 2.116 -1.927
C -4.334 3.443 1.695
C -5.150 2.426 2.184
C -4.745 0.982 2.335
C -6.417 2.779 2.642
C -6.867 4.089 2.658
C -8.236 4.441 3.162
C -6.005 5.085 2.198
C -4.749 4.789 1.701
C -3.862 5.921 1.242
C -1.259 3.373 3.596
C -2.588 3.031 4.220
C -0.199 3.668 4.451
H 3.151 4.325 4.469
H 2.243 3.544 5.769
H 1.987 5.246 5.421
H 2.331 3.995 2.253
H 1.604 3.868 0.044
H -0.089 3.859 -0.369
H 1.559 1.515 0.270
H -5.267 -0.658 -0.439
H -7.311 0.112 -1.598
H -7.252 2.169 -2.972
H -5.133 3.415 -3.228
H -3.104 2.647 -2.101
H -3.704 0.792 2.087
H -5.377 0.344 1.716
H -4.901 0.678 3.373
H -7.060 1.993 3.022
H -8.773 3.561 3.510
H -8.825 4.912 2.374
H -8.171 5.153 3.987
H -6.330 6.119 2.218
H -4.412 6.860 1.248
H -3.492 5.784 0.224
H -2.999 6.046 1.904
H -3.084 2.223 3.684
H -3.265 3.886 4.234
H -2.438 2.714 5.252
H -0.391 3.684 5.518
N 0.741 1.974 -0.119
S 0.998 2.095 -2.796
C 0.707 0.420 -3.244
C -0.294 -0.283 -2.581
C -0.624 -1.554 -3.023
C 0.028 -2.105 -4.118
C 1.011 -1.386 -4.788
C 1.355 -0.116 -4.359
C 2.714 2.330 -2.789
C 3.138 3.652 -2.991
C 4.488 3.943 -2.966
C 5.412 2.930 -2.741
C 4.989 1.620 -2.529
C 3.643 1.311 -2.544
H -0.091 1.444 0.159
H -0.814 0.149 -1.735
H -1.402 -2.105 -2.512
H -0.241 -3.095 -4.462
H 1.502 -1.808 -5.654
H 2.102 0.459 -4.891
H 2.409 4.429 -3.188
H 4.823 4.957 -3.137
H 6.470 3.160 -2.731
H 5.717 0.841 -2.347
H 3.309 0.299 -2.366
*
```

So, what does the Mulliken scheme give us? The charges, in e, come out as: Au 0.559; N -0.665; C -0.617; C -0.643; N -0.152; H 0.341; H 0.349; H 0.334; H 0.415; H 0.375; H 0.411; H -0.105; H 0.127; C -1.574; C 0.459; C -1.161; C 0.867; C -1.760; C 0.409; Te 1.089; N -0.158; C 0.296; O -0.873; C 0.248; C -0.660; C -0.799; C -0.544; C -0.953; C 0.265; C 0.985; C 0.978; C -1.609; C -1.011; C 0.513; C -1.575; C -1.002; C 0.454; C -1.824; C 1.160; C -1.065; C -1.001; H 0.366; H 0.376; H 0.351; H 0.376; H 0.687; H 0.234; H 0.301; H 0.571; H 0.455; H 0.452; H 0.485; H 0.577; H -0.532; H 0.616; H 0.596; H 0.398; H 0.371; H 0.359; H 0.367; H 0.466; H 0.466; H 0.330; H 0.301; H -0.272; H 0.426; H 0.515; H 0.511; N 0.195; S 0.119; C 0.342; C 0.184; C -0.549; C -0.610; C -0.670; C -0.390; C 0.762; C -0.412; C -0.706; C -0.431; C -0.697; C -0.411; H -0.035; H 0.107; H 0.555; H 0.415; H 0.413; H 0.528; H 0.468; H 0.431; H 0.420; H 0.421; H 0.511


B.
C39H46AuN4OSTe | the ωB97M-V functional and the def2-TZVPD basis

```
! wB97M-V def2-TZVPD RIJCOSX def2/J DEFGRID3
* xyz 2 2
Au 0.353 -1.492 2.240
N -1.574 -2.139 2.952
C -1.601 -3.606 3.174
C -0.910 -4.306 2.014
N 0.476 -3.814 1.889
H -1.814 -1.632 3.799
H -2.264 -1.862 2.258
H -2.623 -3.967 3.286
H -1.069 -3.808 4.104
H -1.431 -4.082 1.081
H -0.949 -5.385 2.163
H 0.841 -3.960 0.954
H 1.101 -4.280 2.538
C 1.372 -3.462 -6.141
C 1.016 -2.447 -5.094
C 0.893 -2.796 -3.758
C 0.559 -1.878 -2.767
C 0.497 -2.390 -1.351
C 0.326 -0.553 -3.151
Te -0.116 1.089 -1.883
N -0.330 0.201 -0.116
C -0.487 1.008 0.914
O -0.421 0.560 2.111
C -0.741 2.478 0.820
C 0.272 3.360 1.191
C 0.058 4.726 1.111
C -1.176 5.213 0.697
C -2.194 4.335 0.356
C -1.977 2.965 0.407
C -2.069 1.459 -2.566
C -2.383 2.767 -2.958
C -1.446 3.947 -2.882
C -3.659 2.999 -3.467
C -4.605 1.992 -3.575
C -5.975 2.262 -4.125
C -4.260 0.711 -3.145
C -3.003 0.418 -2.643
C -2.689 -0.991 -2.213
C 0.467 -0.159 -4.496
C 0.252 1.252 -4.981
C 0.802 -1.119 -5.439
H 1.575 -4.436 -5.699
H 2.254 -3.149 -6.700
H 0.557 -3.576 -6.857
H 1.064 -3.826 -3.468
H 0.417 -3.478 -1.377
H -0.340 -1.975 -0.791
H 1.411 -2.133 -0.808
H 1.221 2.970 1.543
H 0.847 5.414 1.384
H -1.346 6.281 0.652
H -3.161 4.714 0.052
H -2.773 2.278 0.145
H -0.673 3.850 -2.122
H -2.010 4.847 -2.639
H -0.960 4.121 -3.844
H -3.917 4.005 -3.779
H -6.081 3.298 -4.441
H -6.740 2.054 -3.375
H -6.179 1.620 -4.982
H -4.994 -0.084 -3.209
H -3.607 -1.568 -2.121
H -2.171 -1.011 -1.250
H -2.052 -1.493 -2.948
H 0.764 1.998 -4.367
H -0.810 1.503 -5.011
H 0.646 1.363 -5.989
H 0.904 -0.815 -6.474
N 2.277 -1.009 1.631
S 3.452 -0.372 2.547
C 2.888 1.035 3.469
C 1.796 0.989 4.328
C 1.412 2.143 4.985
C 2.125 3.324 4.795
C 3.219 3.359 3.944
C 3.605 2.208 3.268
C 3.657 -1.615 3.805
C 3.991 -1.259 5.104
C 4.240 -2.261 6.031
C 4.167 -3.595 5.657
C 3.855 -3.936 4.348
C 3.603 -2.947 3.410
H 2.319 -0.592 0.707
H 1.261 0.062 4.490
H 0.562 2.127 5.654
H 1.826 4.220 5.322
H 3.777 4.276 3.807
H 4.459 2.219 2.602
H 4.056 -0.221 5.399
H 4.497 -1.994 7.047
H 4.370 -4.370 6.384
H 3.831 -4.977 4.051
H 3.392 -3.194 2.379
*
```

So, what does the Mulliken scheme give us? The charges, in e, come out as: Au 1.719; N -0.680; C -0.599; C -0.551; N -0.572; H 0.337; H 0.290; H 0.419; H 0.333; H 0.280; H 0.447; H 0.219; H 0.231; C -1.602; C 0.320; C -0.938; C 0.830; C -0.847; C 0.192; Te 0.814; N -0.595; C 0.710; O -0.846; C -0.653; C -0.158; C -0.730; C -0.569; C -0.786; C 0.278; C 0.778; C 0.822; C -2.009; C -0.914; C 0.602; C -1.607; C -0.948; C 0.747; C -1.244; C 0.889; C -1.734; C -1.033; H 0.356; H 0.389; H 0.354; H 0.343; H 0.562; H -0.092; H 0.344; H 0.520; H 0.496; H 0.453; H 0.514; H 0.487; H 0.204; H 0.532; H 0.426; H 0.382; H 0.400; H 0.355; H 0.366; H 0.475; H 0.501; H -0.102; H 0.347; H 0.251; H 0.315; H 0.502; H 0.467; N -0.333; S -0.094; C 0.814; C -0.028; C -0.922; C -0.516; C -0.715; C -0.433; C 0.633; C -0.512; C -0.641; C -0.552; C -0.587; C -0.535; H 0.097; H 0.439; H 0.425; H 0.450; H 0.447; H 0.444; H 0.449; H 0.426; H 0.423; H 0.464; H 0.565


Stability, descending: A, B


A.
H4N2S2 | the ωB97M-V functional and the def2-TZVPD basis

```
! wB97M-V def2-TZVPD RIJCOSX def2/J DEFGRID3
* xyz 0 1
N -2.761 -0.370 0.071
N 2.392 0.622 0.068
S -1.122 -0.535 -0.218
S 3.793 -0.212 -0.149
H -3.355 -0.049 -0.673
H -3.071 -1.139 0.635
H 1.732 0.152 0.645
H 2.391 1.531 -0.378
*
```

So, what does the natural (NBO) scheme give us? The charges, in e, come out as: N -0.901; N -0.923; S 0.126; S 0.110; H 0.389; H 0.387; H 0.405; H 0.407


B.
H4N2S2 | the ωB97M-V functional and the def2-TZVPD basis

```
! wB97M-V def2-TZVPD RIJCOSX def2/J DEFGRID3
* xyz 0 1
N 0.756 0.383 1.670
N -1.338 0.161 -0.571
S -0.574 -0.383 0.645
S -0.578 0.445 -2.106
H 1.582 -0.072 1.460
H 0.791 1.334 1.618
H 0.406 -1.169 -0.026
H -1.045 -0.698 -2.690
*
```

So, what does the natural (NBO) scheme give us? The charges, in e, come out as: N -1.011; N -0.997; S 1.026; S 0.118; H 0.363; H 0.370; H 0.020; H 0.112


Stability, descending: A, B